ORCA calculation (ωB97M-V/def2-TZVPD) on CH5INP as an isolated structure at a distorted geometry.

```
9
Properties=species:S:1:pos:R:3:forces:R:3
C -0.886000 0.942170 0.551344 1.648 -3.347 0.580
N -0.207271 -0.958955 -0.276828 -2.139 2.285 2.416
P 1.170884 -0.786060 -1.159438 1.593 -0.601 -1.068
I -0.018345 -2.415635 1.215156 -0.100 0.876 -0.535
H -1.555201 0.347200 1.163582 -0.313 0.602 -0.102
H -0.050845 1.398309 1.125129 -0.471 -0.513 -0.730
H -1.251099 1.459021 -0.306075 -0.190 0.063 -0.492
H 0.604958 0.208919 -2.043571 0.807 0.185 0.713
H 2.192917 -0.194968 -0.269298 -0.834 0.450 -0.782
```
Forces are in eV/Å.

**HOMO level (spin up / spin down)**: -8.10 / -8.10 eV
**Relative energy (zero: lowest compared OMol25 entry of this formula, charge and spin)**: 115.43 kcal/mol
**Kohn-Sham gap (spin up / spin down)**: 0.2669 / 0.2668 Ha

---

ORCA calculation (ωB97M-V/def2-TZVPD) on a 3-piece molecular cluster, C42H39F3IN3O10PS overall at a distorted geometry.

```
100
Properties=species:S:1:pos:R:3:forces:R:3
C 6.556946 -2.973177 3.632745 0.185 -1.519 0.465
C 5.071746 -2.762912 3.063820 -0.091 -0.613 0.967
C 4.700919 -1.307148 2.490251 -1.340 -1.297 0.014
I 6.075959 0.095615 3.439685 -0.420 0.208 -0.074
C 4.591925 -1.205384 0.845074 0.082 0.424 0.362
C 5.126926 0.234821 0.401080 -0.678 1.252 -1.891
C 4.819716 0.651175 -1.156398 0.778 0.729 0.611
C 5.779085 -0.055766 -2.223986 -0.497 1.477 -0.855
O 5.340539 -1.333192 -2.717814 1.153 1.199 -0.628
C 5.550269 -1.461202 -4.153153 -0.341 -1.096 0.012
N 5.330566 -2.262807 0.126453 1.675 0.908 0.741
C 6.784016 -2.272694 0.292025 -0.223 -1.894 2.416
O 7.529664 -2.357053 -0.991879 2.949 0.995 1.515
C 8.910830 -2.198628 -0.773743 -0.036 -0.432 -2.290
F 9.305811 -0.848417 -0.485008 -0.894 -3.379 -0.116
F 9.469983 -3.097396 0.177172 -1.216 2.484 -1.834
F 9.551316 -2.511365 -2.028175 -1.438 0.800 3.187
C 2.998244 -1.452849 0.489122 1.675 -0.362 -1.611
O 2.620385 -2.623765 1.252812 -1.970 1.224 0.352
C 1.279137 -2.739352 1.647388 -0.141 -2.302 2.979
N 1.223904 -3.969163 2.539337 -0.454 1.488 -0.245
O 0.327292 -3.066116 0.550892 -3.193 1.633 1.247
C -0.972311 -2.910609 1.060007 -1.130 -1.480 1.854
N -2.022761 -3.017507 1.664953 5.417 0.815 -3.367
P 2.010177 0.129903 0.807116 -1.753 0.173 0.074
S 0.181587 0.165619 0.132535 -0.278 -0.068 0.205
C 2.776532 -1.967084 -1.051449 -2.392 -0.973 -7.279
O 3.007982 -3.194497 -1.399292 0.097 3.303 3.251
O 2.198767 -1.189254 -2.048021 2.698 -1.308 5.694
H 6.700076 -2.603177 4.722340 -0.260 -0.301 -2.054
H 7.403125 -2.605370 2.955307 -1.333 -0.309 1.077
H 6.709520 -4.124819 3.707896 -0.257 1.808 -0.164
H 4.869306 -3.634979 2.334097 0.139 1.774 0.891
H 4.354543 -2.958393 3.956296 1.161 0.309 -1.520
H 3.663368 -1.031121 2.930216 1.940 -0.296 -0.749
H 6.262176 0.387890 0.473809 -1.669 -0.692 0.274
H 4.665325 1.118961 0.996005 0.757 -1.876 -0.547
H 5.139223 1.773603 -1.180449 -0.387 -1.790 -0.006
H 3.709857 0.671342 -1.412169 1.525 -0.635 0.013
H 5.822760 0.656167 -3.144039 -0.089 -0.910 1.537
H 6.846219 -0.041376 -1.786384 -1.410 -0.438 -0.575
H 6.469828 -0.889514 -4.537456 -1.383 -0.608 0.607
H 4.570541 -1.168418 -4.692039 1.651 -0.269 0.687
H 5.750400 -2.585850 -4.345745 -0.418 1.836 0.286
H 4.939060 -3.205594 0.241246 -0.064 0.843 -0.409
H 7.051020 -3.268851 0.831350 -0.259 1.603 -0.947
H 7.210888 -1.454801 0.988645 -0.821 -0.917 -1.552
H 0.865715 -1.907722 2.341183 0.766 -0.739 -1.800
H 0.495375 -3.762959 3.254902 0.718 -0.558 -0.852
H 0.930312 -4.787996 1.980655 0.257 0.738 0.411
H 1.904322 0.255512 2.254460 0.817 -0.037 -0.823
H 2.619710 1.342915 0.359631 0.428 -0.933 0.448
C 0.001432 9.060350 -0.444372 -0.083 -0.207 0.002
C -1.102434 9.627214 -1.077942 -0.129 -0.197 -0.005
C -2.198759 8.836982 -1.406258 0.178 0.228 0.036
C -2.189322 7.472675 -1.112209 0.296 0.325 0.041
C -1.074313 6.900809 -0.500069 0.100 0.452 -0.036
C 0.017385 7.699967 -0.155924 0.050 0.259 -0.039
C -1.031017 5.445372 -0.227249 0.747 -0.631 0.444
O -0.057836 4.946844 0.311159 -0.259 0.267 -0.139
C -2.183012 4.606833 -0.626237 -0.265 -0.346 -0.088
C -2.133732 3.225412 -0.428445 -0.040 -0.140 0.028
C -3.217920 2.431296 -0.788521 0.073 0.146 0.024
C -4.357964 3.013735 -1.338327 0.116 0.225 0.024
C -4.409218 4.388779 -1.542332 -0.054 -0.229 0.001
C -3.317670 5.187079 -1.195519 -0.109 -0.253 -0.006
C -3.368455 6.643293 -1.449450 -0.877 0.198 -0.405
O -4.364981 7.154648 -1.935196 0.284 -0.041 0.126
H 0.853178 9.679422 -0.180081 -0.085 -0.080 -0.026
H -1.108963 10.686774 -1.314167 -0.012 -0.113 0.027
H -3.058197 9.285393 -1.895206 0.039 -0.228 0.086
H 0.882649 7.263049 0.332913 -0.203 -0.110 -0.094
H -1.249849 2.763243 0.002713 -0.060 0.138 -0.064
H -3.174945 1.356960 -0.638421 0.046 0.125 0.014
H -5.206288 2.394146 -1.612346 0.091 0.066 0.029
H -5.298676 4.835801 -1.975692 0.216 0.092 0.060
C -5.662962 -5.674744 -0.208460 -0.153 0.193 0.015
C -4.671771 -4.808210 0.248047 -0.148 0.107 0.008
C -4.981794 -3.482645 0.531709 0.072 -0.026 -0.014
C -6.284378 -3.015588 0.347673 0.170 -0.410 -0.100
C -7.271682 -3.877426 -0.132857 0.206 -0.192 0.014
C -6.960691 -5.211825 -0.399745 0.184 -0.138 0.000
C -8.644703 -3.382921 -0.379403 -0.525 -0.736 -0.323
O -9.509657 -4.136194 -0.796002 0.144 0.239 0.103
C -8.950925 -1.957641 -0.121143 -0.215 0.404 0.012
C -10.225765 -1.463046 -0.403287 -0.136 0.259 0.027
C -10.526428 -0.128242 -0.151418 0.135 -0.210 0.000
C -9.558929 0.714763 0.391355 0.158 -0.160 0.005
C -8.286312 0.227173 0.668560 -0.216 0.152 -0.044
C -7.977269 -1.108318 0.403498 -0.378 0.268 -0.035
C -6.609199 -1.608142 0.668924 0.903 0.503 0.399
O -5.761646 -0.869185 1.139765 -0.352 -0.154 -0.164
H -5.421861 -6.711722 -0.420897 -0.039 0.112 0.013
H -3.656494 -5.166882 0.385041 -0.096 0.118 0.018
H -4.205781 -2.814903 0.891833 -0.206 -0.052 -0.019
H -7.727043 -5.890676 -0.760877 0.000 0.235 0.040
H -10.985553 -2.115067 -0.823396 0.231 -0.046 0.081
H -11.516797 0.255377 -0.376463 0.105 -0.056 0.023
H -9.796089 1.754514 0.594453 0.041 -0.113 -0.020
H -7.535159 0.890202 1.086956 0.020 -0.236 -0.070
```
Forces are in eV/Å.

**HOMO level**: -4.73 eV
**Kohn-Sham gap**: 0.1937 Ha
**Total charge**: -1